{"formula": "C4H4O", "method": "wB97M-V/def2-TZVPD", "species": ["O", "C", "C", "C", "C", "H", "H", "H", "H"], "coordinates": [[1.07731, 0.43024, -0.74824], [-1.03960, -0.13549, -0.14715], [-0.21594, 0.40852, -1.09449], [1.10833, -0.07813, 0.49915], [-0.10838, -0.45148, 0.92848], [-2.10455, -0.24329, -0.21735], [-0.35356, -0.81128, 1.91378], [2.08885, -0.05940, 0.88469], [-0.45247, 0.94030, -2.01888]], "smiles": "c1ccoc1", "de_lowest_kcal_mol": 3.2, "homo_lumo_gap_ev": 10.04}


{"formula": "C4H4O", "method": "wB97M-V/def2-TZVPD", "species": ["O", "C", "C", "C", "C", "H", "H", "H", "H"], "coordinates": [[-1.34164, -0.90279, 2.51328], [-0.27154, -0.11563, 0.64816], [0.20254, 0.04324, -0.46090], [-0.64984, 0.09826, 2.00040], [0.78565, 0.30603, -1.77025], [1.00122, -0.61118, -2.32631], [0.08628, 0.90891, -2.35975], [-1.52275, -0.61074, 3.41813], [1.71006, 0.88392, -1.66277]], "de_lowest_kcal_mol": 77.0, "homo_lumo_gap_ev": 8.52}


{"formula": "C4H4O", "method": "wB97M-V/def2-TZVPD", "species": ["O", "C", "C", "C", "C", "H", "H", "H", "H"], "coordinates": [[-0.84914, 1.39878, 0.00407], [-0.04895, 0.46111, -0.64367], [1.72315, -0.52125, 0.18642], [-1.02161, 0.03131, 0.37848], [1.44578, 0.51103, -0.40426], [1.70036, -1.44649, 0.70830], [-1.96281, -0.41363, 0.05586], [-0.26968, 0.21552, -1.68058], [-0.71710, -0.23637, 1.39536]], "smiles": "C#C[C@H]1CO1", "de_lowest_kcal_mol": 102.4, "homo_lumo_gap_ev": 9.98}


{"formula": "C4H4O", "method": "wB97M-V/def2-TZVPD", "species": ["O", "C", "C", "C", "C", "H", "H", "H", "H"], "coordinates": [[-1.28508, -0.60886, 0.06617], [0.91531, -0.32376, -0.15509], [-0.92951, 0.73896, 0.20170], [-0.07497, -1.26863, -0.17622], [0.33959, 0.98137, -0.03368], [-1.71449, 1.55335, 0.32228], [1.98513, -0.64963, -0.17661], [0.94017, 1.89399, 0.19839], [-0.17616, -2.31679, -0.24693]], "smiles": "c1ccoc1", "de_lowest_kcal_mol": 12.2, "homo_lumo_gap_ev": 10.12}


{"formula": "C4H4O", "method": "wB97M-V/def2-TZVPD", "species": ["O", "C", "C", "C", "C", "H", "H", "H", "H"], "coordinates": [[0.37725, 0.70002, 1.08586], [2.37627, -0.39577, -0.40761], [-1.56245, 0.26548, -0.37971], [-0.79343, 0.07604, 0.71670], [1.62321, 0.19971, 0.28450], [-1.34903, -0.57026, 1.45847], [-2.53004, -0.15228, -0.45671], [3.11853, -0.91807, -1.04996], [-1.26031, 0.79513, -1.25153]], "smiles": "C#COC=C", "de_lowest_kcal_mol": 96.9, "homo_lumo_gap_ev": 10.57}


{"formula": "C4H4O", "method": "wB97M-V/def2-TZVPD", "species": ["O", "C", "C", "C", "C", "H", "H", "H", "H"], "coordinates": [[-0.27549, -1.24006, -0.67588], [-0.14378, 1.12003, -1.99372], [-0.50670, -0.01298, 0.03291], [0.82908, -0.80542, 0.16396], [-0.68077, 1.13049, -0.82507], [1.06751, -1.29796, 1.11713], [1.70702, -0.51435, -0.42873], [-1.45029, 1.85297, -0.58971], [-1.03559, -0.17018, 0.96809]], "de_lowest_kcal_mol": 115.1, "homo_lumo_gap_ev": 9.25}


{"formula": "C4H4O", "method": "wB97M-V/def2-TZVPD", "species": ["O", "C", "C", "C", "C", "H", "H", "H", "H"], "coordinates": [[2.04039, 0.15260, 0.90973], [-1.28337, -1.50423, -0.41760], [-0.19335, 0.81117, 0.29015], [1.25658, 0.41030, 0.03517], [-0.92215, -0.40575, -0.07887], [-0.48845, 1.66240, -0.33590], [-1.59196, -2.48416, -0.70654], [1.50295, 0.28309, -1.04097], [-0.32064, 1.07457, 1.34482]], "smiles": "C#CCC=O", "de_lowest_kcal_mol": 36.8, "homo_lumo_gap_ev": 10.92}


{"formula": "C4H4O", "method": "wB97M-V/def2-TZVPD", "species": ["O", "C", "C", "C", "C", "H", "H", "H", "H"], "coordinates": [[1.28647, 0.54646, 1.41062], [0.19067, -0.27964, -0.51282], [0.40706, -0.84165, -1.67347], [-1.15374, 0.20148, -0.01860], [1.37722, -0.07626, 0.37976], [-1.49612, -0.44649, 0.79282], [-1.04044, 1.21275, 0.37873], [-1.90347, 0.20303, -0.81171], [2.33235, -0.51969, 0.05466]], "de_lowest_kcal_mol": 76.1, "homo_lumo_gap_ev": 9.51}


{"formula": "C4H4O", "method": "wB97M-V/def2-TZVPD", "species": ["O", "C", "C", "C", "C", "H", "H", "H", "H"], "coordinates": [[0.18483, 1.52917, 0.10925], [1.31542, -0.51104, 0.15186], [1.24833, 0.77213, -0.03018], [-1.52420, 0.22531, 0.10219], [-2.50929, -0.38426, -0.13379], [0.37217, -1.03289, 0.10061], [2.29300, -0.95580, 0.27718], [-3.40069, -0.97677, -0.27172], [2.02043, 1.33416, -0.30540]], "de_lowest_kcal_mol": 76.1, "multiplicity": 3, "homo_lumo_gap_ev": [10.27, 7.10]}


{"formula": "C4H4O2", "method": "wB97M-V/def2-TZVPD", "species": ["O", "O", "C", "C", "C", "C", "H", "H", "H", "H"], "coordinates": [[-0.49128, 1.66848, -0.17449], [-2.41704, -0.14359, -0.48336], [-1.31465, -0.55779, -0.17498], [-0.18824, 0.37944, -0.06126], [1.08797, -0.12799, 0.20332], [2.35579, -0.30796, 0.31973], [3.07364, -0.45212, -0.48190], [-1.07748, -1.62731, -0.03857], [0.44200, -0.52807, 1.12323], [-1.47072, 1.69691, -0.23172]], "de_lowest_kcal_mol": 112.6, "homo_lumo_gap_ev": [7.15, 7.46]}


{"formula": "C4H4O2", "method": "wB97M-V/def2-TZVPD", "species": ["O", "O", "C", "C", "C", "C", "H", "H", "H", "H"], "coordinates": [[2.59171, 0.88402, -0.10712], [-1.62179, -0.32631, 1.22851], [-0.24585, -0.10708, -0.70958], [0.87748, -0.36393, -1.09672], [2.13529, -0.20242, -0.35868], [-1.34723, 0.44169, 0.08052], [-1.77275, -1.24317, 0.97066], [2.55299, -1.13706, 0.05078], [-2.23817, 0.67153, -0.51669], [-0.93167, 1.38272, 0.45833]], "smiles": "O=CC#CCO", "de_lowest_kcal_mol": 64.9, "homo_lumo_gap_ev": 10.62}


{"formula": "C4H4O2", "method": "wB97M-V/def2-TZVPD", "species": ["O", "O", "C", "C", "C", "C", "H", "H", "H", "H"], "coordinates": [[0.87689, 0.44801, -0.93396], [-0.44760, 2.13117, -0.43918], [1.07515, -0.86815, -0.54405], [-0.64802, 0.00752, 0.55282], [-0.02748, -1.25635, 0.27343], [-0.05253, 0.91037, -0.08071], [1.84953, -1.32224, -0.87194], [-1.64410, -0.11937, 0.91995], [-0.95335, 2.32335, 0.35535], [-0.02849, -2.25431, 0.76830]], "smiles": "Oc1ccco1", "de_lowest_kcal_mol": 44.9, "homo_lumo_gap_ev": 9.18}


| no. | calculated total energy (eV) |
| --- | --- |
| 1 | -6259.240 |
| 2 | -6256.040 |
| 3 | -6254.939 |
| 4 | -6258.851 |
| 5 | -6255.179 |
| 6 | -6254.390 |
| 7 | -6257.784 |
| 8 | -6256.078 |
| 9 | -6252.016 |
| 10 | -8302.193 |
| 11 | -8304.263 |
| 12 | -8305.130 |